Record 1
This record from OMol25 describes 2 unconnected molecules or ions with the total composition C5H14. The level of theory is wB97M-V/def2-TZVPD.

Calculated values
Frontier orbital gap (hartree): 0.4372
Max |F| (hartree/bohr): 0.179
ΔE to the lowest compared entry with this formula, charge and spin (kcal/mol): 45.05
LUMO energy (Eh): 0.0373
SMILES string: CCC.CC
E_HOMO (eV): -10.9
Molecular weight (g/mol): 74.17
E_tot (Ha): -198.817370

Geometry as XYZ:
```
19
Properties=species:S:1:pos:R:3:forces:R:3
C -0.2278 -1.5064 -2.1011 -0.6 2.6 -1.2
C -0.0174 -1.7189 -0.6165 -1.6 -0.6 1.1
C 1.3048 -2.4562 -0.3849 1.2 0.5 0.1
H -0.5939 -2.3472 -2.6812 -0.1 -0.5 0.4
H 0.7425 -1.2156 -2.6638 -1.6 0.0 1.1
H -1.0590 -0.6824 -2.2008 1.7 -1.3 -0.3
H -0.0725 -0.7727 0.0014 0.6 -0.6 -1.1
H -1.0086 -2.2015 -0.1665 2.3 0.2 -0.9
H 1.3670 -3.5506 -0.4085 -0.4 0.3 -0.3
H 2.1925 -2.0361 -0.9374 -1.3 -0.4 -0.8
H 1.7377 -2.1531 0.5281 -0.1 -0.1 2.0
C -0.3613 3.2887 1.0295 -4.7 0.4 7.9
C -0.7696 1.9138 1.8786 1.6 -0.6 -5.2
H -1.3151 3.8729 0.8459 1.4 -0.4 0.1
H 0.3113 3.8066 1.7659 -0.8 0.1 -0.8
H 0.1667 3.1426 0.2433 3.1 -1.4 -5.4
H -0.6571 2.0211 2.9140 0.1 0.1 1.3
H -0.0162 1.1574 1.4056 -1.0 1.0 1.5
H -1.7239 1.4376 1.5485 0.4 0.9 0.6
```
Forces are in eV/Å.

=====

Record 2
This record from OMol25 describes 2 unconnected molecules or ions with the total composition C5H14. The level of theory is wB97M-V/def2-TZVPD.

Calculated values
Frontier orbital gap (hartree): 0.4454
Max |F| (hartree/bohr): 0.101
ΔE to the lowest compared entry with this formula, charge and spin (kcal/mol): 54.55
LUMO energy (Eh): 0.0416
SMILES string: CCC.CC
E_HOMO (eV): -11.0
Molecular weight (g/mol): 74.17
E_tot (Ha): -198.802232

Geometry as XYZ:
```
19
Properties=species:S:1:pos:R:3:forces:R:3
C 1.0674 1.1624 0.4997 -2.2 -0.1 1.4
C 1.6612 0.8515 -0.9201 -1.6 -1.0 1.6
C 1.5855 -0.6041 -1.5465 0.8 -0.2 1.6
H -0.0763 1.5572 0.6080 2.6 -0.9 -1.0
H 1.5727 1.8758 1.2150 0.1 -0.6 -1.3
H 1.0263 0.2043 1.0543 0.1 0.4 -0.1
H 1.2356 1.5473 -1.5857 -0.8 0.6 -1.2
H 2.6589 1.1402 -0.9320 2.1 0.3 0.3
H 2.3642 -0.4853 -2.3064 -0.9 -0.4 -0.8
H 2.0957 -1.4846 -0.9283 -1.5 2.0 -0.6
H 0.5326 -0.8749 -1.8670 1.6 0.2 0.1
C -1.6805 -0.7834 1.4393 0.6 -2.1 4.7
C -2.3970 -0.4903 0.1930 3.1 -0.7 -3.7
H -2.1850 -0.8945 2.4862 -0.2 0.2 -2.1
H -0.9211 -1.6118 1.6024 -1.3 -0.2 -1.5
H -0.9546 -0.0886 1.7092 0.8 2.2 0.1
H -1.6966 0.2677 -0.4201 -1.0 -2.2 0.7
H -3.2196 0.1100 0.1426 -2.7 1.4 1.1
H -2.6693 -1.3989 -0.4436 0.7 1.2 0.8
```
Forces are in eV/Å.

=====

Record 3
This record from OMol25 describes 2 unconnected molecules or ions with the total composition C5H14. The level of theory is wB97M-V/def2-TZVPD.

Calculated values
Frontier orbital gap (hartree): 0.4323
Max |F| (hartree/bohr): 0.070
ΔE to the lowest compared entry with this formula, charge and spin (kcal/mol): 39.07
LUMO energy (Eh): 0.0404
SMILES string: CCC.CC
E_HOMO (eV): -10.7
Molecular weight (g/mol): 74.17
E_tot (Ha): -198.826897

Geometry as XYZ:
```
19
Properties=species:S:1:pos:R:3:forces:R:3
C -2.1088 0.5364 -1.5190 1.2 -0.3 1.0
C -2.0809 0.8233 0.0443 -2.1 -0.3 -1.0
C -1.5506 -0.2390 0.9976 -1.0 0.6 1.7
H -1.3089 -0.1154 -1.9864 -1.3 0.0 1.0
H -1.9370 1.4159 -2.0612 0.9 2.0 -0.3
H -3.1125 0.4493 -1.8634 -0.8 -1.6 -0.2
H -1.5881 1.7205 0.2018 1.4 1.8 0.2
H -3.1547 1.1546 0.3226 1.5 -1.0 -0.3
H -1.3210 -1.1238 0.4697 -0.9 -1.7 -0.3
H -0.6090 -0.1490 1.5030 1.0 1.4 -0.3
H -2.1814 -0.2502 1.9432 0.1 -1.0 -1.5
C 1.8467 -0.4885 0.1892 1.2 2.4 -2.4
C 3.3565 -0.6905 0.2728 1.4 2.1 1.6
H 1.4585 -1.0923 -0.6107 -0.7 -0.3 -0.1
H 1.3702 -0.5952 1.0996 -0.9 -0.9 1.8
H 1.6092 0.6211 -0.0584 0.5 -1.7 0.1
H 3.7011 -1.7325 0.4724 -0.4 0.8 -0.2
H 3.6837 -0.0087 1.1816 -0.2 -1.5 -1.6
H 3.9272 -0.2360 -0.5987 -0.8 -0.9 0.8
```
Forces are in eV/Å.